ORCA calculation (ωB97M-V/def2-TZVPD) on C34H56BN2O5P2S3SeYb as an isolated structure in a non-equilibrium geometry.

Results
- Energy relative to the best compared isomer or geometry (same formula, charge and spin): 319.9 kJ/mol
- Net charge: -2
- 2S+1: 2
- Total energy: -7277.084056 hartree
- Kohn-Sham gap (spin up / spin down): 3.5 / 3.5 eV
- HOMO (spin up / spin down): 0.060 / 0.058 eV
- ⟨S²⟩: 0.751

Each line ends with the Mulliken charge.
Cartesian coordinates (Å):
Yb: 2.119 0.062 0.039  0.475
C: -4.188 2.266 -3.490  -1.900
C: -3.991 0.708 -3.364  2.321
C: -5.017 0.126 -2.323  -1.755
C: -4.284 -0.044 -4.698  -2.175
P: -2.238 0.330 -2.670  0.063
C: -1.885 1.709 -1.367  -0.192
N: -2.066 1.271 -0.007  0.177
B: -1.437 0.137 0.676  0.711
N: -2.264 -0.008 1.867  0.285
C: -1.978 -1.043 2.797  -1.006
P: -0.466 -1.880 1.915  0.872
C: 0.436 -2.703 3.422  1.928
C: 0.866 -1.581 4.429  -2.038
C: 1.821 -3.382 3.005  -1.644
C: -0.426 -3.759 4.143  -1.969
C: -1.262 -3.258 0.905  2.777
C: -0.094 -4.158 0.346  -1.781
C: -2.267 -4.152 1.663  -2.012
C: -2.035 -2.685 -0.315  -2.410
C: -3.178 1.054 1.988  -0.060
C: -3.947 1.442 3.082  -0.856
C: -4.660 2.632 3.004  -0.610
C: -4.600 3.411 1.852  -0.747
C: -3.895 2.997 0.708  -0.799
C: -3.156 1.791 0.778  0.608
C: -0.993 0.599 -4.095  2.355
C: -0.897 -0.694 -4.960  -1.779
C: 0.422 0.868 -3.478  -2.412
C: -1.342 1.791 -5.020  -1.995
H: -4.714 2.535 -4.409  0.381
H: -4.769 2.624 -2.643  0.371
H: -3.248 2.805 -3.495  0.377
H: -6.046 0.335 -2.586  0.480
H: -4.924 -0.978 -2.330  0.363
H: -4.882 0.537 -1.302  0.304
H: -5.319 0.097 -4.925  0.579
H: -3.762 0.357 -5.566  0.419
H: -4.087 -1.126 -4.658  0.344
H: -0.801 1.870 -1.515  -0.672
H: -2.508 2.562 -1.639  0.382
H: -1.656 -0.618 3.758  0.363
H: -2.825 -1.726 2.977  0.263
H: 1.533 -0.829 3.975  0.184
H: -0.019 -1.133 4.868  0.407
H: 1.370 -2.092 5.276  0.617
H: 2.198 -2.985 2.060  0.133
H: 2.590 -3.236 3.768  0.505
H: 1.685 -4.465 2.824  0.360
H: -1.384 -3.339 4.492  0.212
H: -0.654 -4.596 3.496  0.271
H: 0.111 -4.127 4.999  0.593
H: 0.443 -4.693 1.144  0.311
H: -0.553 -4.953 -0.290  0.475
H: 0.560 -3.577 -0.298  0.042
H: -1.832 -5.068 2.049  0.410
H: -2.740 -3.610 2.494  0.262
H: -3.075 -4.379 0.977  0.469
H: -1.422 -2.074 -0.970  0.004
H: -2.469 -3.490 -0.927  0.684
H: -2.898 -2.100 0.021  0.473
H: -3.970 0.858 3.977  0.479
H: -5.233 2.925 3.884  0.346
H: -5.028 4.424 1.858  0.288
H: -3.911 3.516 -0.216  0.442
H: -0.754 -1.586 -4.326  0.268
H: -1.765 -0.878 -5.617  0.292
H: 0.011 -0.612 -5.597  0.505
H: 0.721 0.161 -2.731  0.636
H: 1.139 0.800 -4.284  0.693
H: 0.587 1.879 -3.068  0.248
H: -2.337 1.702 -5.469  0.292
H: -1.338 2.726 -4.453  0.346
H: -0.634 1.848 -5.833  0.527
S: 1.470 2.683 2.442  -0.354
C: 2.428 3.838 1.683  0.079
C: 3.232 4.721 2.450  -0.746
C: 3.992 5.700 1.826  -0.449
C: 3.974 5.849 0.422  -0.493
C: 3.300 4.939 -0.356  -0.832
C: 2.526 3.937 0.251  0.313
S: 1.726 2.841 -0.787  -0.346
H: 3.202 4.566 3.526  0.359
H: 4.617 6.363 2.396  0.339
H: 4.400 6.731 -0.049  0.284
H: 3.313 4.962 -1.448  0.343
O: 3.248 -0.428 1.850  0.035
S: 4.687 -0.035 2.161  0.085
C: 5.614 -1.629 1.894  -0.403
C: 7.022 -1.255 1.498  -0.735
C: 6.850 -0.154 0.417  -0.908
C: 5.585 0.643 0.617  0.244
H: 5.080 -2.165 1.086  0.128
H: 5.490 -2.170 2.832  0.489
H: 7.543 -2.131 1.119  0.333
H: 7.581 -0.882 2.336  0.349
H: 6.788 -0.687 -0.542  0.329
H: 7.737 0.475 0.355  0.314
H: 4.860 0.392 -0.196  -0.300
H: 5.676 1.713 0.742  0.634
O: 3.490 -0.377 -1.523  -0.688
Se: 2.747 -1.850 -1.903  1.014
O: 3.600 -3.062 -1.067  -0.681
O: 1.291 -1.547 -1.055  -0.253
O: 2.443 -2.117 -3.558  -0.647